1.
DFT (ωB97M-V with the def2-TZVPD basis set) results for a cluster of 2 separate species, C5H13NO2 in total.

Each line ends with the natural charge from an NBO analysis.
Element x y z (Å)
C: -1.763 -0.333 -1.306  -0.731
C: -0.579 0.480 -0.845  0.600
O: -0.694 1.433 -0.109  -0.564
C: 0.753 0.095 -1.477  -0.335
N: 1.118 1.039 -2.526  -0.806
H: -2.664 -0.048 -0.763  0.233
H: -1.568 -1.391 -1.187  0.227
H: -1.918 -0.145 -2.373  0.233
H: 0.700 -0.902 -1.919  0.189
H: 1.533 0.111 -0.714  0.237
H: 1.226 1.967 -2.129  0.363
H: 0.389 1.088 -3.231  0.347
C: 0.952 0.607 2.350  -0.255
O: 0.977 -0.526 1.514  -0.552
C: -0.120 -1.372 1.721  -0.252
H: 1.870 1.155 2.158  0.192
H: 0.093 1.248 2.120  0.190
H: 0.912 0.316 3.409  0.161
H: -0.024 -2.194 1.015  0.186
H: -1.072 -0.850 1.552  0.167
H: -0.121 -1.777 2.739  0.170

Calculated values
Frontier orbital gap in eV: 9.902
Spin multiplicity: 1
Energy above the lowest of the compared OMol25 structures with the same formula, charge and spin in kcal/mol: 45.2
LUMO energy in eV: 0.9

***

2.
DFT (ωB97M-V with the def2-TZVPD basis set) results for a cluster of 3 separate species, C5H13NO2 in total at a distorted geometry.

Each line ends with the natural charge from an NBO analysis.
Element x y z (Å)
C: -0.510 0.081 -2.507  -0.404
C: -0.928 -0.036 -1.261  -0.203
C: -0.064 -0.756 -0.204  -0.464
C: 0.907 0.341 0.255  -0.268
C: 1.316 0.359 1.526  -0.011
N: 2.350 1.167 2.037  -0.817
H: -0.907 0.697 -3.342  0.202
H: 0.328 -0.324 -3.013  0.195
H: -1.842 0.424 -0.862  0.200
H: -0.760 -0.886 0.657  0.221
H: 0.400 -1.680 -0.545  0.222
H: 1.459 0.912 -0.433  0.200
H: 0.507 0.013 2.253  0.177
H: 2.428 1.004 3.044  0.367
H: 3.267 0.891 1.709  0.374
O: -1.247 2.507 0.845  -0.939
H: -0.472 2.544 1.411  0.476
H: -1.311 1.611 0.506  0.465
O: -1.786 -3.062 -0.313  -0.924
H: -2.007 -2.318 -0.890  0.468
H: -1.127 -3.491 -0.874  0.462

Calculated values
Frontier orbital gap in eV: 9.407
Spin multiplicity: 1
Energy above the lowest of the compared OMol25 structures with the same formula, charge and spin in kcal/mol: 77.0
LUMO energy in eV: 0.8

***

3.
DFT (ωB97M-V with the def2-TZVPD basis set) results for a structure of composition C5H13NO2 at a distorted geometry.

Each line ends with the natural charge from an NBO analysis.
Element x y z (Å)
C: -0.941 1.185 -0.495  0.014
C: -1.505 2.446 0.106  -0.650
O: -0.998 1.030 -1.843  -0.712
H: -0.373 1.749 -2.150  0.468
H: -1.384 0.298 -0.036  0.195
H: 0.431 1.423 -0.408  0.061
H: -1.098 3.332 -0.372  0.202
H: -1.263 2.488 1.166  0.217
H: -2.595 2.421 0.006  0.207
C: 1.044 -0.501 1.942  -0.269
C: -0.056 -2.314 -1.077  -0.682
C: 0.913 -1.632 -0.162  0.584
O: 0.281 -1.212 0.978  -0.524
N: 2.109 -1.442 -0.499  -0.721
H: 2.666 -0.902 0.157  0.341
H: 1.879 -1.108 2.308  0.183
H: 1.415 0.442 1.528  0.184
H: 0.363 -0.293 2.765  0.202
H: -0.684 -1.564 -1.559  0.244
H: 0.491 -2.858 -1.841  0.237
H: -0.696 -2.989 -0.513  0.222

Calculated values
Frontier orbital gap in eV: 10.459
Spin multiplicity: 1
Energy above the lowest of the compared OMol25 structures with the same formula, charge and spin in kcal/mol: 68.0
LUMO energy in eV: 0.8

***

4.
DFT (ωB97M-V with the def2-TZVPD basis set) results for a structure of composition C5H13NO2 at a distorted geometry.

Each line ends with the natural charge from an NBO analysis.
Element x y z (Å)
C: -0.410 -0.227 1.120  -0.673
C: -1.063 0.328 -0.150  -0.062
C: 0.134 0.277 -1.191  -0.582
C: 0.492 -0.997 -1.771  -0.068
O: 2.474 -1.649 -0.347  -0.836
N: -1.756 1.657 -0.255  -0.534
C: -2.547 1.321 0.747  0.143
O: 2.148 0.440 1.412  -1.122
H: -1.018 -0.971 1.637  0.204
H: -0.265 0.626 1.789  0.241
H: 0.570 -0.629 0.923  0.274
H: -1.824 -0.482 -0.505  0.163
H: -0.049 1.109 -1.877  0.281
H: 0.849 0.843 -0.488  0.403
H: 0.797 -0.906 -2.814  0.234
H: 0.005 -1.925 -1.472  0.243
H: 1.863 -1.377 -1.111  0.381
H: 2.885 0.794 1.924  0.438
H: -3.444 0.733 0.518  0.164
H: -2.441 1.876 1.700  0.177
H: 2.603 -0.842 0.213  0.529

Calculated values
Frontier orbital gap in eV: 4.895
Spin multiplicity: 1
Energy above the lowest of the compared OMol25 structures with the same formula, charge and spin in kcal/mol: 260.1
LUMO energy in eV: -3.3

***

5.
DFT (ωB97M-V with the def2-TZVPD basis set) results for a cluster of 2 separate species, C5H13NO2 in total at a distorted geometry.

Each line ends with the natural charge from an NBO analysis.
Element x y z (Å)
C: -1.502 1.504 1.615  -0.746
C: -1.351 0.487 0.538  0.652
N: -0.312 0.616 -0.480  -0.010
C: 0.683 1.649 -0.470  -0.279
C: 2.091 1.095 -0.708  -0.623
C: -0.377 -0.308 -1.582  -0.475
O: -2.031 -0.489 0.459  -0.400
H: -1.338 0.954 2.548  0.286
H: -0.848 2.370 1.657  0.243
H: -2.540 1.821 1.663  0.289
H: 0.399 2.398 -1.217  0.275
H: 0.725 2.160 0.487  0.246
H: 2.224 0.150 -0.190  0.231
H: 2.327 0.955 -1.761  0.234
H: 2.842 1.769 -0.305  0.261
H: 0.610 -0.427 -2.018  0.250
H: -1.135 0.012 -2.276  0.280
H: -0.646 -1.287 -1.177  0.286
H: 0.361 -4.664 0.523  0.461
H: 0.106 -5.780 1.534  0.478
O: -0.289 -4.984 1.159  -0.938

Calculated values
Charge: +1
Frontier orbital gap (alpha / beta) in eV: 10.646 / 5.753
Spin multiplicity: 2
Energy above the lowest of the compared OMol25 structures with the same formula, charge and spin in kcal/mol: 12.6
LUMO energy (alpha / beta) in eV: -3.2 / -8.1
⟨S²⟩: 0.762

***

6.
DFT (ωB97M-V with the def2-TZVPD basis set) results for a cluster of 2 separate species, C5H13NO2PS in total at a distorted geometry.

Each line ends with the natural charge from an NBO analysis.
Element x y z (Å)
C: -1.588 0.494 -0.077  0.729
C: -2.989 0.515 -0.445  -0.745
C: -1.139 -1.803 -1.020  -0.467
C: 1.160 -0.762 1.734  -1.013
C: 2.993 2.517 -0.278  -0.450
N: -0.668 -0.505 -0.448  -0.635
O: -1.114 1.578 0.554  -0.631
O: 1.668 -1.627 -0.814  -1.009
P: 1.177 -0.323 -0.073  1.294
S: 1.714 3.109 0.508  0.092
H: -3.197 -0.299 -1.183  0.263
H: -3.654 0.268 0.454  0.297
H: -3.333 1.567 -0.756  0.302
H: -1.787 -2.397 -0.391  0.229
H: -1.752 -1.789 -1.911  0.231
H: -0.178 -2.287 -1.403  0.265
H: 0.753 0.184 2.173  0.257
H: 2.092 -0.857 2.269  0.274
H: 0.577 -1.708 1.784  0.251
H: 3.040 1.461 -0.449  0.191
H: 3.855 3.261 -0.335  0.238
H: 2.488 -2.066 -0.382  0.545
H: -0.117 1.471 0.491  0.494

Calculated values
Charge: +1
Frontier orbital gap in eV: 8.514
Spin multiplicity: 1
Energy above the lowest of the compared OMol25 structures with the same formula, charge and spin in kcal/mol: 48.5
LUMO energy in eV: -3.7

***

7.
DFT (ωB97M-V with the def2-TZVPD basis set) results for a cluster of 3 separate species, C5H13NO3 in total.

Each line ends with the natural charge from an NBO analysis.
Element x y z (Å)
C: -1.172 -0.569 -1.914  -0.485
C: -1.432 -1.191 -0.774  -0.037
N: -1.436 -0.615 0.495  -0.182
C: -1.638 0.814 0.604  -0.463
O: -2.210 -1.336 1.428  -0.564
H: -0.975 0.485 -1.975  0.214
H: -1.108 -1.128 -2.830  0.213
H: -1.600 -2.260 -0.735  0.213
H: -2.582 1.137 0.145  0.178
H: -0.808 1.324 0.117  0.258
H: -1.639 1.073 1.662  0.222
H: -3.155 -1.241 1.221  0.450
C: 3.174 -0.185 0.281  -0.556
C: 1.938 -0.649 0.415  0.142
O: 1.247 -0.545 1.572  -0.696
H: 3.708 -0.301 -0.642  0.211
H: 3.685 0.279 1.104  0.208
H: 1.424 -1.125 -0.413  0.179
H: 0.319 -0.801 1.435  0.504
O: 1.087 2.237 -0.584  -0.970
H: 1.482 3.065 -0.300  0.473
H: 1.689 1.531 -0.312  0.489

Calculated values
Frontier orbital gap in eV: 9.546
Spin multiplicity: 1
Energy above the lowest of the compared OMol25 structures with the same formula, charge and spin in kcal/mol: 86.9
LUMO energy in eV: 0.7

***

8.
DFT (ωB97M-V with the def2-TZVPD basis set) results for a structure of composition C5H13NO3 at a distorted geometry.

Each line ends with the natural charge from an NBO analysis.
Element x y z (Å)
C: 0.429 1.495 -0.061  0.602
C: 1.900 1.339 0.261  -0.677
N: 0.164 2.165 -1.246  -0.810
O: -0.406 1.688 0.905  -0.695
H: -1.241 0.763 0.875  0.495
H: 0.065 0.013 -0.354  0.056
H: -0.811 2.347 -1.432  0.401
H: 0.738 1.966 -2.050  0.387
H: 2.025 0.706 1.134  0.237
H: 2.445 0.906 -0.578  0.217
H: 2.320 2.323 0.476  0.242
C: -0.031 -1.765 1.894  -0.257
C: -1.151 -1.334 -1.591  -0.645
C: -0.818 -0.880 -0.181  0.527
O: -0.148 -1.913 0.481  -0.547
O: -1.765 -0.246 0.477  -0.740
H: -1.011 -1.745 2.374  0.192
H: 0.502 -0.845 2.153  0.167
H: 0.527 -2.634 2.240  0.191
H: -0.290 -1.809 -2.058  0.217
H: -1.963 -2.058 -1.534  0.228
H: -1.480 -0.483 -2.184  0.210

Calculated values
Frontier orbital gap in eV: 9.975
Spin multiplicity: 1
Energy above the lowest of the compared OMol25 structures with the same formula, charge and spin in kcal/mol: 48.5
LUMO energy in eV: 0.7

***

9.
DFT (ωB97M-V with the def2-TZVPD basis set) results for the ion C5H13NO3P with charge +1 at a distorted geometry.

Each line ends with the natural charge from an NBO analysis.
Element x y z (Å)
C: 1.584 -0.262 0.287  0.809
C: 2.857 1.631 0.764  -0.295
C: -2.378 -0.308 -0.565  -1.006
C: -0.832 2.101 0.690  -0.982
C: 0.356 -0.976 0.548  -0.343
N: 0.308 -2.268 -0.079  -0.816
O: 2.341 -0.499 -0.711  -0.592
O: -0.389 0.814 -1.778  -1.068
O: 1.803 0.662 1.094  -0.410
P: -0.809 0.634 -0.420  1.847
H: 2.941 1.637 -0.317  0.228
H: 3.778 1.286 1.104  0.218
H: 2.745 2.550 1.398  0.245
H: -2.509 -0.911 0.373  0.235
H: -3.320 0.273 -0.701  0.288
H: -2.109 -1.133 -1.192  0.258
H: -0.851 1.964 1.746  0.268
H: 0.091 2.586 0.348  0.254
H: -1.607 2.720 0.383  0.271
H: 0.059 -1.082 1.612  0.279
H: -0.650 -2.781 -0.028  0.419
H: 0.622 -2.210 -1.108  0.347
H: 1.903 -1.137 -1.414  0.546

Calculated values
Charge: +1
Frontier orbital gap in eV: 9.424
Spin multiplicity: 1
Energy above the lowest of the compared OMol25 structures with the same formula, charge and spin in kcal/mol: 46.3
LUMO energy in eV: -3.7

***

10.
DFT (ωB97M-V with the def2-TZVPD basis set) results for the ion C5H13NOP3 with charge +1 at a distorted geometry.

Each line ends with the natural charge from an NBO analysis.
Element x y z (Å)
O: 1.855 -0.218 -1.067  -0.566
C: 1.326 -0.190 0.043  0.294
C: -0.070 -0.864 0.147  -0.188
C: -1.159 0.275 0.036  -0.424
C: -1.741 0.309 -1.394  -0.435
C: -1.541 -1.120 -1.768  -0.245
N: -0.259 -1.499 -1.181  -0.549
P: 2.239 0.666 1.354  0.296
P: 1.456 2.623 0.749  0.074
P: 0.908 0.508 3.081  -0.023
H: -0.217 -1.498 1.082  0.275
H: -0.623 1.330 0.289  0.252
H: -1.925 0.043 0.881  0.250
H: -2.778 0.596 -1.439  0.263
H: -1.054 0.972 -1.900  0.226
H: -2.364 -1.780 -1.447  0.234
H: -1.659 -1.305 -2.903  0.255
H: -0.251 -2.555 -1.248  0.450
H: 0.663 -1.172 -1.592  0.461
H: 2.173 2.554 -0.439  0.012
H: 2.554 2.998 1.611  0.033
H: 0.509 -0.878 3.076  0.008
H: 1.958 0.205 4.029  0.047

Calculated values
Charge: +1
Frontier orbital gap in eV: 8.536
Spin multiplicity: 1
Energy above the lowest of the compared OMol25 structures with the same formula, charge and spin in kcal/mol: 0.0
LUMO energy in eV: -3.7